(1)
The following is a DFT calculation (ωB97M-V/def2-TZVPD) of a 12-piece molecular cluster, H30N7O17S4 overall.

Geometry as XYZ:
```
58
Properties=species:S:1:pos:R:3
N 13.898 10.954 -5.451
H 14.440 10.643 -4.658
H 14.254 11.890 -5.582
H 12.918 10.956 -5.207
H 14.285 10.326 -6.141
N 22.721 13.314 -2.699
H 21.744 13.096 -2.565
H 22.987 13.017 -3.627
H 23.119 12.773 -1.945
H 22.777 14.310 -2.539
N 14.604 12.630 -10.783
H 13.636 12.351 -10.856
H 14.532 13.460 -10.212
H 14.895 12.816 -11.732
H 15.181 11.871 -10.447
N 19.378 11.251 -6.651
H 19.326 11.537 -5.684
H 18.538 10.792 -6.972
H 20.183 10.642 -6.685
H 19.577 12.025 -7.269
N 20.387 8.185 -10.629
H 21.038 8.571 -9.960
H 20.669 7.513 -11.329
H 20.090 9.000 -11.145
H 19.615 7.763 -10.133
N 17.367 15.237 -3.128
H 18.069 15.963 -3.116
H 16.712 15.468 -2.395
H 17.747 14.319 -2.946
H 16.981 15.179 -4.060
N 19.502 17.731 -7.866
H 19.674 18.435 -8.570
H 19.430 16.815 -8.285
H 18.597 17.842 -7.430
H 20.335 17.800 -7.300
S 18.125 9.924 -2.170
O 16.688 9.882 -2.428
O 18.646 8.747 -2.802
O 18.717 11.170 -2.680
O 18.411 9.889 -0.720
S 15.818 7.716 -8.725
O 15.082 7.267 -9.936
O 16.217 9.146 -8.773
O 14.954 7.638 -7.560
O 17.001 6.908 -8.608
S 24.399 10.319 -7.096
O 25.010 9.391 -6.187
O 25.184 10.781 -8.236
O 23.183 9.678 -7.653
O 23.991 11.454 -6.267
S 20.601 14.190 -10.976
O 21.947 14.665 -11.072
O 20.292 14.093 -9.594
O 19.950 15.320 -11.599
O 20.439 12.910 -11.649
O 22.911 7.629 -3.250
H 23.639 7.964 -3.774
H 22.129 7.851 -3.756
```

The lowest unoccupied orbital energy comes out at -1.595 eV. Its charge is -1. Its HOMO-LUMO gap is 1.71 eV. The calculation puts the HOMO energy at -3.31 eV.



(2)
The following is a DFT calculation (ωB97M-V/def2-TZVPD) of a 15-piece molecular cluster, H30O15 overall.

Geometry as XYZ:
```
45
Properties=species:S:1:pos:R:3
O 0.936 1.385 -2.372
H 1.848 1.595 -2.330
H 0.712 1.189 -1.486
O -2.234 2.133 1.341
H -2.219 2.940 0.870
H -1.623 2.211 2.076
O 0.906 -1.147 -2.365
H 0.791 -0.203 -2.489
H 1.096 -1.443 -3.268
O -3.023 -0.737 -0.385
H -2.653 -0.958 -1.251
H -2.481 -1.318 0.121
O -1.037 -2.202 0.655
H -0.607 -2.930 0.271
H -1.387 -2.560 1.471
O -2.575 2.035 -1.595
H -2.553 1.488 -2.388
H -2.614 1.333 -0.912
O -1.848 -1.361 -2.593
H -1.975 -2.318 -2.811
H -0.948 -1.284 -2.263
O -2.018 -0.426 3.341
H -1.424 -0.539 4.087
H -1.513 0.180 2.751
O 0.605 -3.708 -0.668
H 0.857 -4.103 -1.500
H 1.217 -2.999 -0.415
O 2.320 -0.627 1.908
H 3.165 -0.196 1.891
H 2.322 -1.078 1.064
O 0.774 3.570 1.259
H 1.088 4.449 1.397
H 0.229 3.615 0.461
O 0.272 1.112 2.684
H 0.614 0.269 2.437
H 0.648 1.825 2.209
O 2.647 -1.680 -0.516
H 2.123 -1.435 -1.310
H 3.533 -1.634 -0.833
O 2.585 1.831 0.133
H 2.119 1.042 0.290
H 1.964 2.503 0.437
O 0.096 0.131 -0.038
H -0.321 -0.674 0.195
H -0.414 0.721 0.440
```

For the energy above the lowest of the compared OMol25 structures with the same formula, charge and spin, the calculation gives 21.3 kcal/mol. The lowest unoccupied orbital energy comes out at -0.210 eV. Its charge is 0. Its HOMO-LUMO gap is 9.82 eV. The calculation puts the HOMO energy at -10.03 eV.



(3)
The following is a DFT calculation (ωB97M-V/def2-TZVPD) of a 15-piece molecular cluster, H30O15 overall.

Geometry as XYZ:
```
45
Properties=species:S:1:pos:R:3
O 16.269 43.104 3.188
H 16.043 43.268 4.131
H 15.638 42.533 2.921
O 18.524 45.731 -0.336
H 19.361 46.097 -0.244
H 18.568 45.372 0.570
O 18.383 44.408 1.741
H 17.676 43.984 2.160
H 18.954 43.702 1.199
O 15.245 49.899 2.237
H 15.826 50.539 2.207
H 15.408 49.202 1.606
O 18.157 46.164 4.099
H 19.022 46.381 4.736
H 18.460 45.489 3.469
O 16.437 44.293 5.503
H 15.555 44.593 5.280
H 17.101 44.718 5.095
O 15.853 46.417 2.304
H 15.254 46.806 3.029
H 16.707 46.038 2.746
O 15.745 49.239 4.854
H 15.692 49.452 3.916
H 15.135 48.306 4.873
O 14.896 47.995 0.704
H 15.010 47.147 0.178
H 15.063 48.733 0.327
O 14.211 47.285 4.285
H 13.521 47.462 3.683
H 13.841 46.579 4.770
O 12.717 47.878 2.173
H 13.264 48.044 1.351
H 12.141 47.235 1.729
O 15.505 46.252 -0.718
H 15.280 45.447 -0.227
H 16.342 46.294 -0.611
O 19.966 48.088 2.408
H 19.070 47.740 2.093
H 19.824 48.388 3.285
O 17.539 47.993 1.119
H 17.458 47.664 0.192
H 16.718 47.782 1.578
O 14.443 44.528 0.879
H 15.009 44.946 1.517
H 14.307 43.785 1.362
```

For the energy above the lowest of the compared OMol25 structures with the same formula, charge and spin, the calculation gives 128.5 kcal/mol. The lowest unoccupied orbital energy comes out at -0.473 eV. Its charge is 0. Its HOMO-LUMO gap is 8.72 eV. The calculation puts the HOMO energy at -9.19 eV.



(4)
The following is a DFT calculation (ωB97M-V/def2-TZVPD) of a 15-piece molecular cluster, H30O15 overall.

Geometry as XYZ:
```
45
Properties=species:S:1:pos:R:3
O -0.603 2.490 0.179
H -1.072 2.349 0.983
H -0.723 3.407 -0.083
O -2.189 -0.208 2.845
H -2.480 0.320 2.088
H -2.928 -0.600 3.299
O 1.338 -1.936 3.253
H 1.167 -2.841 3.499
H 1.154 -1.964 2.341
O -1.829 -2.289 -2.616
H -1.999 -2.272 -1.659
H -2.650 -2.692 -2.812
O 0.360 -0.127 -4.163
H 0.158 -0.888 -4.713
H -0.388 -0.020 -3.558
O 0.889 0.942 2.361
H 1.456 1.419 1.735
H 1.497 0.385 2.825
O -0.819 2.904 2.960
H -0.353 3.709 2.649
H -0.279 2.125 2.805
O 2.405 2.316 0.828
H 3.256 2.215 0.451
H 1.884 2.107 0.005
O -1.250 -2.551 2.218
H -1.478 -1.696 2.603
H -1.040 -2.494 1.293
O -0.236 -0.447 -0.070
H -0.126 0.013 0.746
H 0.091 0.119 -0.775
O 1.926 1.174 -1.804
H 1.546 0.914 -2.680
H 2.375 1.954 -2.085
O 1.941 -2.036 0.326
H 2.160 -2.778 -0.200
H 1.002 -1.877 0.191
O -1.410 1.200 -2.227
H -1.084 1.603 -1.370
H -2.368 1.367 -2.263
O -2.966 -0.837 -0.473
H -3.409 -0.545 -1.263
H -2.062 -0.613 -0.527
O 2.882 -1.288 -2.708
H 2.618 -0.468 -2.281
H 3.636 -1.563 -2.154
```

For the energy above the lowest of the compared OMol25 structures with the same formula, charge and spin, the calculation gives 33.8 kcal/mol. The lowest unoccupied orbital energy comes out at -0.172 eV. Its charge is 0. Its HOMO-LUMO gap is 9.86 eV. The calculation puts the HOMO energy at -10.03 eV.



(5)
The following is a DFT calculation (ωB97M-V/def2-TZVPD) of a 15-piece molecular cluster, H30O15 overall.

Geometry as XYZ:
```
45
Properties=species:S:1:pos:R:3
H -0.467 -0.385 0.250
H -0.426 -0.226 -1.197
H -3.813 4.271 0.707
H -3.016 3.184 -0.063
H -1.038 -0.317 -5.636
H -0.137 -0.028 -6.676
H 2.224 -2.879 -2.750
H 1.538 -4.118 -2.993
H 3.458 -1.071 1.258
H 2.971 -1.537 2.706
H -3.059 1.341 4.105
H -1.903 1.462 3.042
H -1.398 -3.736 3.458
H -2.068 -3.325 2.238
H 1.188 -0.133 -2.856
H 1.944 1.120 -2.872
H 2.534 0.749 -0.618
H 2.857 -0.361 -1.687
H -1.897 -1.639 2.393
H -0.652 -1.422 3.222
H 0.864 4.121 0.915
H 1.243 2.665 0.959
H -2.467 -0.271 1.614
H -3.906 -0.076 2.366
H -2.215 -2.006 -2.956
H -0.889 -1.498 -2.453
H 1.061 2.813 -1.520
H 2.473 2.723 -2.242
H 1.919 -0.483 3.446
H 1.852 0.992 3.705
O -0.943 0.050 -0.431
O -3.143 3.599 0.771
O -0.076 -0.323 -5.781
O 2.167 -3.575 -3.381
O 3.552 -1.686 2.017
O -2.290 1.777 3.897
O -2.118 -3.227 3.201
O 1.498 0.550 -3.477
O 2.603 -0.147 -0.746
O -0.941 -1.572 2.295
O 0.923 3.357 1.533
O -3.363 -0.625 1.684
O -1.766 -1.218 -2.724
O 1.525 2.709 -2.395
O 2.527 0.340 3.553
```

For the energy above the lowest of the compared OMol25 structures with the same formula, charge and spin, the calculation gives 139.2 kcal/mol. The lowest unoccupied orbital energy comes out at -0.486 eV. Its charge is 0. Its HOMO-LUMO gap is 10.19 eV. The calculation puts the HOMO energy at -10.68 eV.



(6)
The following is a DFT calculation (ωB97M-V/def2-TZVPD) of a 15-piece molecular cluster, H30O15 overall.

Geometry as XYZ:
```
45
Properties=species:S:1:pos:R:3
H 0.134 -0.776 0.600
H -0.740 0.524 0.800
H -0.349 -0.099 -1.979
H -1.352 -1.097 -1.720
H -2.879 -1.096 3.263
H -1.679 -1.967 3.649
H 4.069 -0.214 2.561
H 4.485 -0.374 3.989
H -1.702 -3.557 -1.800
H -0.654 -3.555 -0.844
H -2.074 2.042 -1.626
H -1.250 3.145 -2.439
H 3.180 3.100 3.237
H 2.269 2.052 3.882
H 0.023 -2.975 -3.521
H 1.299 -2.440 -4.028
H 3.979 -1.320 -1.249
H 5.188 -1.829 -2.030
H -0.032 5.337 -1.521
H 0.118 4.323 -0.343
H 1.803 0.898 -0.926
H 3.113 1.078 -0.164
H 3.392 -1.442 0.570
H 2.403 -2.351 -0.139
H -5.209 -0.318 0.851
H -4.421 0.286 2.133
H -1.579 4.253 -1.174
H -2.936 4.850 -1.016
H -3.836 -2.273 0.889
H -4.964 -3.280 1.066
O -0.649 -0.445 0.939
O -0.988 -0.558 -2.503
O -2.625 -1.805 3.873
O 4.811 0.085 3.229
O -0.747 -3.522 -1.860
O -1.390 2.200 -2.347
O 2.401 2.557 3.024
O 0.902 -2.843 -3.236
O 4.330 -2.147 -1.589
O 0.521 4.644 -1.241
O 2.678 0.576 -0.870
O 2.446 -1.834 0.659
O -5.300 0.271 1.632
O -2.130 5.029 -1.433
O -4.060 -3.132 0.754
```

For the energy above the lowest of the compared OMol25 structures with the same formula, charge and spin, the calculation gives 117.1 kcal/mol. The lowest unoccupied orbital energy comes out at -0.664 eV. Its charge is 0. Its HOMO-LUMO gap is 9.50 eV. The calculation puts the HOMO energy at -10.16 eV.



(7)
The following is a DFT calculation (ωB97M-V/def2-TZVPD) of a 16-piece molecular cluster, H32O16 overall.

Geometry as XYZ:
```
48
Properties=species:S:1:pos:R:3
O 1.438 -3.176 -1.057
H 1.756 -2.309 -1.327
H 2.217 -3.566 -0.621
O 0.689 -2.934 2.041
H -0.011 -3.081 1.454
H 1.350 -2.564 1.488
O 2.468 -1.296 0.739
H 2.954 -0.473 0.578
H 1.568 -0.922 0.657
O -1.044 -3.593 -0.045
H -0.326 -3.143 -0.496
H -1.675 -2.907 0.171
O -2.822 -1.919 0.930
H -3.760 -1.733 0.835
H -2.434 -1.123 1.223
O -0.322 1.796 3.548
H -1.076 1.399 3.114
H -0.650 2.351 4.248
O 1.087 0.941 -3.770
H 0.388 0.496 -3.310
H 1.037 1.830 -3.396
O -0.531 2.078 -1.596
H -0.558 2.736 -0.899
H -0.847 2.549 -2.354
O 1.923 1.460 -0.788
H 1.095 1.658 -1.172
H 2.535 2.145 -0.996
O 2.072 1.511 2.073
H 1.230 1.966 2.313
H 2.175 1.761 1.160
O -0.549 3.221 0.978
H -0.912 3.018 1.844
H 0.017 3.934 1.294
O -2.413 0.655 2.204
H -2.835 0.925 1.428
H -3.212 0.333 2.656
O -0.236 -0.481 0.349
H -0.120 -0.551 -0.578
H -0.444 0.432 0.531
O 2.797 -0.754 -2.193
H 3.547 -0.627 -1.590
H 2.216 -0.078 -1.840
O -0.406 -0.916 -2.341
H -1.204 -1.291 -1.981
H -0.104 -1.407 -3.133
O -2.887 0.784 -0.596
H -2.041 1.022 -0.945
H -3.119 -0.135 -0.837
```

For the energy above the lowest of the compared OMol25 structures with the same formula, charge and spin, the calculation gives 113.7 kcal/mol. The lowest unoccupied orbital energy comes out at -0.593 eV. Its charge is 0. Its HOMO-LUMO gap is 8.66 eV. The calculation puts the HOMO energy at -9.26 eV.